Run P
DFT (ωB97M-V/def2-TZVPD) results for 2 unconnected molecules or ions with the total composition CH6OS2.

```
! RIJCOSX wB97M-V def2-TZVPD def2/J DEFGRID3
* xyz 0 1
H 2.037 -1.859 2.364
H -0.085 -0.470 1.274
O 1.351 -1.619 2.991
H -0.799 1.076 1.825
S -0.145 1.185 -0.483
H 0.647 -1.025 -1.412
H 1.701 -0.912 3.537
S -0.413 -0.335 -1.861
H -1.736 -0.024 0.821
C -0.744 0.348 1.016
*
```

Results
SMILES: CSS.O
frontier orbital gap: 9.5 eV

=====

Run Q
DFT (ωB97M-V/def2-TZVPD) results for 2 unconnected molecules or ions with the total composition CH6OS2.

```
! RIJCOSX wB97M-V def2-TZVPD def2/J DEFGRID3
* xyz 0 1
C -0.199 3.888 -0.547
H -0.899 4.490 0.017
H 0.364 4.555 -1.192
O 1.124 -6.999 1.758
S -1.376 1.075 -0.453
H 0.466 3.377 0.134
H 0.483 -7.528 1.272
H -0.118 0.623 -0.547
S -1.056 2.735 -1.637
H 1.211 -6.216 1.195
*
```

Results
SMILES: CSS.O
frontier orbital gap: 9.5 eV

=====

Run R
DFT (ωB97M-V/def2-TZVPD) results for 2 unconnected molecules or ions with the total composition CH6OS2.

```
! RIJCOSX wB97M-V def2-TZVPD def2/J DEFGRID3
* xyz 0 1
S -1.636 -0.572 -1.356
H -2.890 -0.936 -1.068
H -1.241 -0.965 1.360
O 3.143 0.972 0.865
H 2.772 -0.966 0.423
C 2.221 -0.026 0.431
H 1.384 -0.056 1.134
S -1.117 0.152 0.602
H 2.725 1.576 1.470
H 1.821 0.215 -0.560
*
```

Results
SMILES: CO.SS
frontier orbital gap: 9.2 eV

=====

Which of them is the least stable? Correct choice: run R.

=====

Run P
DFT (ωB97M-V/def2-TZVPD) results for a molecular structure, C25H28IrN2OP2S.

```
! RIJCOSX wB97M-V def2-TZVPD def2/J DEFGRID3
* xyz 1 1
C -4.170 -0.542 -0.251
P 0.264 2.173 0.555
H -3.552 -4.319 0.202
S -0.985 -1.431 2.512
C 0.458 0.164 4.210
C -2.819 -0.998 -0.277
H 1.050 0.433 3.342
H 4.558 1.161 2.753
C -1.113 -0.523 6.395
H 0.716 -5.380 -1.171
C -1.298 -2.971 -0.408
C 0.767 2.739 -1.119
H -1.725 -0.779 7.248
C -5.217 -1.398 -0.062
H -2.260 -1.699 5.005
N -0.145 -2.300 -0.476
C 3.805 1.913 2.578
H 1.074 4.573 2.092
P 2.534 0.014 0.929
C -3.703 -3.259 0.052
C 0.824 -3.199 -0.784
H 3.020 5.063 3.503
H 1.847 -2.904 -0.904
C 1.851 3.833 2.205
H -5.819 -3.424 0.327
H 3.422 1.021 -1.114
Ir 0.112 -0.318 0.569
H 4.494 -0.890 2.111
H -6.227 -1.019 -0.039
C 2.722 1.634 1.753
C 0.270 -4.438 -0.924
H 3.414 -2.138 1.472
C -0.619 -0.708 4.053
C 3.718 0.203 -0.461
C 3.917 3.141 3.205
H 0.223 0.705 7.529
C -4.987 -2.765 0.127
H 2.954 -1.278 2.944
C 1.728 2.605 1.565
O -1.886 -0.145 -0.396
C -1.416 -1.041 5.152
C -0.022 0.319 6.552
C 0.756 0.672 5.457
C 3.452 -1.175 1.978
H 1.596 1.340 5.583
H -4.325 0.520 -0.358
H 3.732 -0.719 -1.038
N -1.059 -4.285 -0.676
H 1.147 3.759 -1.086
H -0.101 2.700 -1.773
H 4.758 3.336 3.854
C 2.943 4.106 3.010
H -0.619 4.452 0.699
C -0.980 3.454 0.948
H 1.528 2.089 -1.542
H -1.863 3.234 0.347
C -2.607 -2.424 -0.180
H -1.743 -5.022 -0.700
H 4.712 0.411 -0.067
H -1.254 3.407 2.001
*
```

Results
frontier orbital gap (spin up / spin down): 5.4 / 5.4 eV

=====

Run Q
DFT (ωB97M-V/def2-TZVPD) results for a molecular structure, C25H28IrN2OP2S.

```
! RIJCOSX wB97M-V def2-TZVPD def2/J DEFGRID3
* xyz 1 1
H 3.085 1.692 -0.013
H -2.242 0.561 2.197
N -0.310 2.664 -0.826
H 1.146 -6.516 -0.032
C 0.235 -3.878 -1.951
C -2.748 3.231 -0.662
H 2.010 -0.397 -3.383
H -1.127 -0.091 3.416
Ir -0.448 0.533 -0.811
H -5.748 4.779 -0.280
C 3.222 -2.905 1.611
H 0.223 -3.553 -2.984
H 1.153 -5.760 -2.389
C -4.577 1.690 -1.033
C 0.530 4.737 -0.750
C 0.755 -5.119 -1.614
C 1.261 -0.947 1.528
H -6.537 2.494 -0.848
P -0.029 0.318 1.322
C 2.185 -1.021 -2.506
C 0.679 1.776 2.135
C -1.423 -0.139 2.368
H -3.364 5.249 -0.165
C 0.845 3.429 -0.860
C 0.229 -4.713 0.691
H 1.814 2.992 -0.985
C 0.756 -5.541 -0.292
C -5.036 3.990 -0.474
C 2.424 -2.672 2.725
H -1.398 5.608 -0.590
H 0.810 -1.540 3.553
C 1.442 -1.694 2.686
C -1.330 3.520 -0.696
H 3.242 -1.287 -2.473
H 1.027 1.480 3.125
S -1.103 -1.560 -1.508
P 1.739 -0.090 -1.024
N -0.837 4.776 -0.646
C 3.161 1.048 -0.887
H -0.732 -2.850 1.126
C -0.294 -3.474 0.357
C 3.049 -2.156 0.457
H 0.206 -5.044 1.722
C -3.688 4.245 -0.415
C -0.291 -3.042 -0.965
O -2.378 0.927 -1.192
C -3.194 1.934 -0.962
H -1.769 -1.139 2.111
H 1.139 5.623 -0.754
H -4.896 0.685 -1.275
H 1.568 -1.911 -2.582
H 3.260 1.664 -1.783
C 2.072 -1.170 0.413
H 3.670 -2.360 -0.407
H 1.517 2.168 1.562
H -0.069 2.564 2.232
H 3.975 -3.681 1.639
C -5.476 2.700 -0.793
H 2.558 -3.264 3.620
H 4.058 0.437 -0.787
*
```

Results
frontier orbital gap: 6.9 eV

=====

Which of them is the least stable? Correct choice: run P.

=====

Run P
DFT (ωB97M-V/def2-TZVPD) results for C3H3NO3 in the gas phase.

```
! RIJCOSX wB97M-V def2-TZVPD def2/J DEFGRID3
* xyz 0 1
O 2.132 0.743 -0.608
H -0.215 -0.441 0.979
O 1.024 2.175 0.550
C -0.008 -0.024 -0.057
N 3.026 1.772 -0.551
H 0.136 -0.741 -0.842
C 2.369 2.812 0.267
O 2.616 3.926 0.604
H -1.043 0.432 -0.464
C 1.044 0.965 0.069
*
```

Results
frontier orbital gap: 9.2 eV

=====

Run Q
DFT (ωB97M-V/def2-TZVPD) results for C3H3NO3 in the gas phase.

```
! RIJCOSX wB97M-V def2-TZVPD def2/J DEFGRID3
* xyz 0 1
C 0.346 -0.551 -0.324
O -0.030 1.720 -1.148
H 0.920 0.271 -2.218
O -0.240 -0.524 0.911
C -0.890 0.552 1.479
C 0.401 0.605 -1.302
H -0.871 1.463 0.877
O -1.400 0.418 2.547
H 0.859 -2.354 -0.067
N 0.904 -1.600 -0.754
*
```

Results
SMILES: [H]/N=C(/C=O)OC=O
frontier orbital gap: 10.3 eV

=====

Run R
DFT (ωB97M-V/def2-TZVPD) results for C3H3NO3 in the gas phase.

```
! RIJCOSX wB97M-V def2-TZVPD def2/J DEFGRID3
* xyz 0 1
N 0.065 1.073 0.353
C -1.185 -0.745 0.064
O 2.296 -0.564 0.090
H 0.144 -2.381 -0.497
H -2.210 -1.077 0.170
O 0.137 2.362 -0.310
C 0.014 -1.428 -0.150
H 0.820 2.883 0.084
C 1.131 -0.698 -0.052
O -1.213 0.575 0.247
*
```

Results
frontier orbital gap (spin up / spin down): 8.0 / 8.0 eV

=====

Run S
DFT (ωB97M-V/def2-TZVPD) results for C3H3NO3 in the gas phase.

```
! RIJCOSX wB97M-V def2-TZVPD def2/J DEFGRID3
* xyz 0 1
O -2.969 0.936 -0.154
O 1.104 -1.032 1.994
C 1.230 -0.737 0.845
O -0.822 0.553 -0.631
H 2.121 -0.914 0.228
H -1.591 0.231 1.221
N 1.306 -0.008 -1.241
C 0.417 0.006 -0.342
C -1.896 0.571 0.221
H 1.099 0.394 -2.140
*
```

Results
SMILES: [H]/N=C(/C=O)OC=O
frontier orbital gap: 10.6 eV

=====

Which of them is the least stable? Correct choice: run R.

=====

Run P
DFT (ωB97M-V/def2-TZVPD) results for C3H3NO3 in the gas phase.

```
! RIJCOSX wB97M-V def2-TZVPD def2/J DEFGRID3
* xyz 0 1
H 1.692 1.983 0.160
O 1.182 -1.954 -0.667
H -1.127 -1.735 0.418
C 0.223 -0.064 0.097
C 0.665 1.391 0.444
C -1.271 -0.614 0.011
O -0.092 2.302 0.827
H 1.985 -2.438 -0.607
O -2.244 0.001 -0.420
N 1.283 -0.698 -0.172
*
```

Results
SMILES: O=CC(C=O)=NO
frontier orbital gap: 9.3 eV

=====

Run Q
DFT (ωB97M-V/def2-TZVPD) results for C3H3NO3 in the gas phase.

```
! RIJCOSX wB97M-V def2-TZVPD def2/J DEFGRID3
* xyz 0 1
C -0.450 1.559 0.355
H -0.336 2.621 0.111
O -0.207 0.795 -0.746
C -0.084 -0.557 -0.454
H 1.439 -2.013 0.164
N -0.943 -1.436 -0.707
O -0.772 1.107 1.414
O 1.934 -0.122 0.733
H -1.800 -1.019 -1.074
C 1.219 -0.933 0.204
*
```

Results
SMILES: [H]/N=C(/C=O)OC=O
frontier orbital gap: 10.4 eV

=====

Which of them is the least stable? Correct choice: run P.

=====

Run P
DFT (ωB97M-V/def2-TZVPD) results for 2 unconnected molecules or ions with the total composition H3S3.

```
! RIJCOSX wB97M-V def2-TZVPD def2/J DEFGRID3
* xyz -1 1
H -0.146 0.116 0.508
H 0.075 2.957 0.506
H -0.408 -0.914 -1.925
S 0.132 -1.636 -0.742
S -1.227 -0.661 0.477
S 1.125 2.162 0.321
*
```

Results
frontier orbital gap: 6.1 eV

=====

Run Q
DFT (ωB97M-V/def2-TZVPD) results for 2 unconnected molecules or ions with the total composition H3S3.

```
! RIJCOSX wB97M-V def2-TZVPD def2/J DEFGRID3
* xyz -1 1
S -0.229 -0.973 2.056
H -1.442 -1.338 1.632
S -0.534 1.216 -0.577
H 0.999 0.176 -2.522
S 1.309 1.009 -1.520
H -0.103 -0.091 0.932
*
```

Results
frontier orbital gap: 6.3 eV

=====

Which of them is the least stable? Correct choice: run P.

=====

Run P
DFT (ωB97M-V/def2-TZVPD) results for 2 unconnected molecules or ions with the total composition C3H6Cl2OSi.

```
! RIJCOSX wB97M-V def2-TZVPD def2/J DEFGRID3
* xyz 0 1
O 0.321 -1.225 0.644
C -0.411 1.905 -0.633
Cl -1.071 -2.053 -1.881
H -1.052 -2.732 1.053
H 1.518 2.812 -0.622
H -1.403 2.290 -0.577
Cl 2.027 -0.409 -1.845
H 0.386 -2.778 1.883
Si 0.171 -0.704 -0.948
H -0.737 -1.666 2.335
H 0.032 3.818 -0.408
C -0.291 -2.113 1.551
C 0.510 2.855 -0.553
*
```

Results
frontier orbital gap: 8.9 eV

=====

Run Q
DFT (ωB97M-V/def2-TZVPD) results for C3H6Cl2OSi in the gas phase.

```
! RIJCOSX wB97M-V def2-TZVPD def2/J DEFGRID3
* xyz 0 1
Cl 3.347 1.608 -0.234
H -0.644 -0.668 -1.287
H -0.684 -0.077 1.757
H -0.104 -1.498 0.984
C -1.241 -0.321 -0.361
H -1.022 1.751 -1.205
Cl 3.097 -1.628 -0.622
H -2.633 1.266 -0.419
Si 2.631 -0.014 0.611
O 1.009 0.174 0.592
C -0.227 -0.481 0.781
C -1.650 1.010 -0.591
H -1.880 -1.121 -0.005
*
```

Results
frontier orbital gap (spin up / spin down): 8.5 / 6.8 eV

=====

Run R
DFT (ωB97M-V/def2-TZVPD) results for C3H6Cl2OSi in the gas phase.

```
! RIJCOSX wB97M-V def2-TZVPD def2/J DEFGRID3
* xyz 0 1
Cl 2.057 -0.261 0.063
C -0.345 1.296 -0.263
H 1.344 2.199 0.393
H -0.194 3.017 0.961
H 0.396 -3.050 0.889
O -0.240 -1.216 -0.817
H -1.632 -2.609 -0.114
H -0.899 -0.980 1.610
Cl 0.685 0.409 -2.568
Si -0.531 -2.043 0.642
C 0.277 2.210 0.445
C 0.515 -0.086 -0.902
H -1.432 1.114 -0.338
*
```

Results
SMILES: C=CC(Cl)(Cl)O[SiH3]
frontier orbital gap: 10.7 eV

=====

Which of them is the least stable? Correct choice: run R.